[1]
C6H3N3 in the gas phase at a distorted geometry, computed with the ωB97M-V functional and the def2-TZVPD basis.

Structure (XYZ):
```
12
Properties=species:S:1:pos:R:3
C 0.77 2.48 -0.60
C -1.64 -1.54 0.81
C 0.66 -1.92 0.72
C -0.21 0.20 -0.40
C 0.94 1.14 -0.44
C -0.37 -1.08 0.37
N 0.56 3.63 -0.63
N -2.65 -1.86 1.30
N 1.47 -2.68 0.99
H -1.13 0.94 -0.29
H -0.23 -0.02 -1.52
H 1.82 0.71 -0.30
```

Results
* electronic energy: -10735.9932 eV
* HOMO-LUMO gap (alpha / beta): 8.289 / 6.841 eV
* relative energy (zero: lowest compared OMol25 entry of this formula, charge and spin): 7.1 kcal/mol
* HOMO level (alpha / beta): -10.24 / -9.82 eV
* charge: 0

Here are the Löwdin charges for atoms 1 to 5, given in e: -0.2364 -0.1649 -0.2050 -0.1457 -0.0560

[2]
A molecular structure, C20H47N6O7 at a distorted geometry, computed with the ωB97M-V functional and the def2-TZVPD basis.

Structure (XYZ):
```
80
Properties=species:S:1:pos:R:3
C 10.53 -15.49 4.20
C 10.08 -15.19 2.89
O 9.63 -16.26 2.06
H 10.84 -14.56 4.67
H 11.54 -15.90 4.11
H 9.91 -16.13 4.82
H 10.86 -14.61 2.39
H 9.30 -14.44 3.02
C 7.75 -15.15 3.68
O 7.56 -15.54 2.51
N 6.98 -15.49 4.76
C 7.40 -15.16 6.16
C 5.76 -16.36 4.75
H 8.60 -14.54 4.01
H 6.57 -14.65 6.65
H 8.27 -14.50 6.20
H 7.68 -16.14 6.54
H 5.00 -15.77 5.26
H 5.35 -16.69 3.80
H 6.13 -17.14 5.43
C 12.41 -15.29 -0.79
O 12.34 -15.43 -1.98
N 12.64 -14.11 -0.23
C 12.66 -14.08 1.23
C 12.97 -12.87 -0.96
H 12.24 -16.09 -0.04
H 12.08 -14.91 1.63
H 12.27 -13.12 1.58
H 13.68 -14.26 1.57
H 12.96 -12.94 -2.05
H 12.40 -11.96 -0.75
H 14.01 -12.61 -0.76
C 13.43 -12.41 5.31
O 13.83 -12.26 6.49
N 13.49 -13.58 4.65
C 12.77 -13.77 3.44
C 14.24 -14.78 5.09
H 12.84 -11.62 4.81
H 12.33 -12.83 3.11
H 11.96 -14.50 3.43
H 13.30 -14.07 2.54
H 14.70 -14.65 6.07
H 13.58 -15.64 5.21
H 15.05 -15.01 4.39
C 10.07 -10.65 5.54
O 9.43 -9.80 4.87
N 10.05 -11.94 5.24
C 10.64 -13.00 6.02
C 9.01 -12.52 4.38
H 10.73 -10.41 6.39
H 11.50 -12.64 6.58
H 11.04 -13.75 5.33
H 9.96 -13.54 6.67
H 9.37 -13.04 3.50
H 8.47 -13.26 4.96
H 8.25 -11.80 4.07
C 9.92 -18.46 4.02
O 10.73 -19.32 3.80
N 8.85 -18.58 4.80
C 8.24 -17.34 5.23
C 8.41 -19.80 5.47
H 10.02 -17.46 3.58
H 8.20 -16.55 4.49
H 8.64 -16.89 6.14
H 7.19 -17.59 5.38
H 7.33 -19.89 5.58
H 8.71 -20.65 4.86
H 8.97 -19.91 6.40
C 12.36 -16.70 1.85
O 12.90 -16.21 0.86
N 13.02 -17.15 2.94
C 12.33 -17.75 4.05
C 14.47 -17.03 3.13
H 11.28 -16.77 2.07
H 11.29 -17.94 3.78
H 12.57 -17.11 4.89
H 12.94 -18.64 4.21
H 15.04 -17.96 3.11
H 14.88 -16.40 2.35
H 14.63 -16.62 4.13
```

Results
* electronic energy: -44753.8727 eV
* HOMO-LUMO gap: 5.600 eV
* relative energy (zero: lowest compared OMol25 entry of this formula, charge and spin): 492.5 kcal/mol
* HOMO level: -3.38 eV
* charge: -1

Here are the Löwdin charges for atoms 1 to 5, given in e: -0.1397 -0.4739 -0.2813 0.0273 0.0557

[3]
A molecular structure, C6H4O6Pb at a distorted geometry, computed with the ωB97M-V functional and the def2-TZVPD basis.

Structure (XYZ):
```
17
Properties=species:S:1:pos:R:3
O 0.25 0.16 -4.55
C 0.25 0.16 -3.44
Pb 0.26 0.18 -1.07
O -1.46 -2.71 -0.43
C -0.88 -1.76 -0.63
C 1.38 2.08 -0.61
O 1.96 3.05 -0.45
C -1.66 1.30 -0.60
O -2.63 1.87 -0.43
C 2.15 -0.97 -0.59
O 3.12 -1.55 -0.44
C -0.84 -0.37 2.28
O 0.36 0.31 1.80
H -1.75 0.07 1.78
H -0.82 -0.09 3.37
H -0.83 -1.49 2.11
H 1.14 -0.25 1.90
```

Results
* electronic energy: -23794.6205 eV
* HOMO-LUMO gap: 7.452 eV
* relative energy (zero: lowest compared OMol25 entry of this formula, charge and spin): 20.6 kcal/mol
* HOMO level: -16.79 eV
* charge: +2

Here are the Löwdin charges for atoms 1 to 5, given in e: 0.2409 -0.0671 1.0522 0.2417 -0.0844

[4]
9 unconnected molecules or ions with the total composition C16H39BF4N3O5 at a distorted geometry, computed with the ωB97M-V functional and the def2-TZVPD basis.

Structure (XYZ):
```
68
Properties=species:S:1:pos:R:3
B 0.55 1.00 -0.53
F 0.32 0.64 -1.84
F 1.89 1.25 -0.30
F -0.20 2.22 -0.31
F 0.21 -0.03 0.41
C -0.33 -3.10 -0.71
C -1.81 -3.67 -0.61
N -2.85 -4.04 -0.53
H 0.21 -3.20 -1.74
H -0.59 -1.91 -0.74
H 0.45 -3.53 0.02
C -0.62 4.06 2.23
C -1.94 3.53 2.68
N -3.02 3.20 3.18
H -0.52 4.15 1.25
H -0.52 4.90 2.84
H 0.24 3.42 2.30
C -1.47 4.19 -2.48
C -1.09 5.39 -1.63
N -0.78 6.28 -0.96
H -1.82 4.57 -3.57
H -0.58 3.54 -2.75
H -2.15 3.48 -2.12
C 5.35 -0.24 -2.84
C 4.24 0.69 -2.30
O 4.33 0.86 -0.92
H 5.23 -1.12 -2.27
H 6.49 0.01 -2.72
H 4.89 -0.22 -3.81
H 3.19 0.22 -2.51
H 4.28 1.79 -2.71
H 3.50 0.91 -0.58
C 3.36 -1.95 1.48
C 3.65 -2.68 0.14
O 3.66 -4.08 0.45
H 3.04 -0.88 1.37
H 4.23 -1.90 2.11
H 2.57 -2.45 2.16
H 4.52 -2.39 -0.46
H 2.91 -2.59 -0.52
H 3.38 -4.42 -0.19
C -4.16 0.32 0.88
C -2.71 -0.17 1.30
O -2.89 -1.39 2.12
H -4.60 -0.32 0.01
H -4.04 1.30 0.63
H -4.65 0.07 1.80
H -2.14 0.82 1.83
H -2.13 -0.27 0.44
H -2.10 -1.77 2.47
C -0.71 -1.33 5.02
C -0.03 -0.53 3.97
O -0.12 -1.37 2.83
H -0.52 -0.84 5.98
H -0.50 -2.34 5.26
H -1.80 -1.32 4.89
H 0.95 -0.47 4.18
H -0.31 0.54 3.89
H 0.41 -0.80 2.15
C -3.59 -1.21 -3.62
C -2.43 -0.39 -3.00
O -1.25 -0.37 -3.82
H -4.05 -0.67 -4.35
H -4.42 -1.23 -2.88
H -3.29 -2.19 -3.77
H -2.19 -0.71 -1.96
H -2.70 0.70 -2.95
H -0.38 0.08 -3.24
```

Results
* electronic energy: -43478.6142 eV
* HOMO-LUMO gap: 9.659 eV
* relative energy (zero: lowest compared OMol25 entry of this formula, charge and spin): 45.0 kcal/mol
* HOMO level: -7.09 eV
* charge: -1

Here are the Löwdin charges for atoms 1 to 5, given in e: -1.2078 0.1319 0.1338 0.0761 0.0623